(one)
Computed, not measured: 2 unconnected molecules or ions with the total composition C4H9N, with ωB97M-V/def2-TZVPD.

Calculated values
LUMO = 0.042 hartree
HOMO = -9.43 eV
structure (SMILES) = C=CC.C=N
M = 71.1 g mol⁻¹

```
14
Properties=species:S:1:pos:R:3:lowdin_charge:R:1
C 1.7252 -0.3786 0.3815 -0.049
C 0.6282 -0.9216 0.9459 -0.209
C -0.6786 -1.2463 0.1520 -0.114
H 2.7349 -0.1645 0.7787 0.045
H 1.7675 -0.2109 -0.7665 0.076
H 0.6098 -1.2887 1.9392 0.063
H -0.8431 -2.3498 0.0245 0.084
H -1.5664 -0.8856 0.4536 0.009
H -0.5444 -0.8525 -0.8364 0.034
C -1.0773 2.6880 -0.0571 -0.104
N -0.6325 1.8061 -0.9129 0.044
H -0.7386 3.6714 0.2789 0.056
H -1.8726 2.3990 0.6348 0.049
H 0.1074 2.1562 -1.4689 0.016
```


(two)
Computed, not measured: a single C4H9N molecule, with ωB97M-V/def2-TZVPD.

Calculated values
LUMO = 0.046 hartree
HOMO = -8.84 eV
structure (SMILES) = CNC1CC1
M = 71.1 g mol⁻¹

```
14
Properties=species:S:1:pos:R:3:lowdin_charge:R:1
C 1.9238 0.2422 0.0386 -0.184
N 0.8945 -0.7146 -0.1731 -0.111
C -0.2876 -0.1650 0.4862 -0.376
C -1.6932 -0.4826 -0.0293 -0.109
C -1.0986 0.9158 -0.2003 -0.133
H 2.0734 0.3570 1.1278 0.087
H 2.8566 0.0476 -0.4881 0.077
H 1.6099 1.2378 -0.3102 0.073
H 0.6732 -0.6975 -1.2360 0.141
H -0.0908 -0.0213 1.5573 0.138
H -2.4448 -0.7063 0.6862 0.074
H -1.7167 -1.1450 -0.9272 0.107
H -0.7443 1.0790 -1.2787 0.119
H -1.5446 1.7890 0.3093 0.098
```


(three)
Computed, not measured: 2 unconnected molecules or ions with the total composition C4H9N, with ωB97M-V/def2-TZVPD.

Calculated values
LUMO = 0.030 hartree
HOMO = -6.99 eV
M = 71.1 g mol⁻¹

```
14
Properties=species:S:1:pos:R:3:lowdin_charge:R:1
C -0.8885 -1.2407 0.2296 -0.070
C -0.8252 1.2234 0.3517 -0.067
N -0.2775 0.0043 -0.2702 -0.280
H -0.1631 0.0577 -1.4527 0.126
H -1.9678 -1.1977 0.0778 0.084
H -0.6560 -1.3815 1.2857 0.093
H -0.4814 -2.0788 -0.3374 0.088
H -0.3701 2.0903 -0.1289 0.088
H -1.9048 1.2516 0.1995 0.085
H -0.5896 1.2446 1.4163 0.092
C 1.3726 -0.0461 -0.4378 -0.342
C 2.3292 -0.0557 0.3316 -0.003
H 3.3516 0.0609 0.6132 -0.005
H 1.0707 0.0677 -1.8784 0.111
```


(four)
Computed, not measured: a single C4H9N molecule, with ωB97M-V/def2-TZVPD.

Calculated values
LUMO = 0.041 hartree
HOMO = -7.55 eV
structure (SMILES) = C=C(C)NC
M = 71.1 g mol⁻¹

```
14
Properties=species:S:1:pos:R:3:lowdin_charge:R:1
C 1.2442 1.1759 1.0006 0.002
C 0.5941 0.2224 0.3248 -0.421
C 0.0412 -0.9914 1.0764 -0.057
N 0.1859 0.3314 -1.0117 -0.077
C -1.1469 -0.1504 -1.4041 -0.108
H 1.0601 1.2053 2.0759 0.053
H 1.8601 1.9566 0.5710 0.043
H 0.8720 -1.4434 1.6257 0.078
H -0.2503 -1.6966 0.3038 0.059
H -0.7604 -0.7828 1.7863 0.082
H 0.7292 0.7640 -1.7345 0.115
H -1.9030 0.1106 -0.6656 0.085
H -1.1266 -1.1927 -1.6974 0.068
H -1.3995 0.4911 -2.2511 0.079
```


Which structure above is the least stable one? (three) is the least stable one.